1.
A structure of composition C7H15N. Source: the OMol25 dataset; level of theory: ωB97M-V/def2-TZVPD.

Results
HOMO, eV: -7.52
Kohn-Sham gap, eV: 8.4
Molar mass, g mol⁻¹: 113.20

```
! wB97M-V def2-TZVPD RIJCOSX def2/J DEFGRID3
* xyz 0 1
C -1.01564 -0.28873 -0.39738
C -0.01652 1.64078 1.05874
C 2.37328 -0.40372 0.88420
C -1.53015 -1.55827 0.30351
C -2.17343 0.48666 -1.00958
C 0.09004 0.42847 0.18677
C 1.27151 -0.28388 -0.14912
N 1.88859 -0.26548 -1.48214
H 0.09654 -1.05227 -0.85695
H 1.18641 -0.25480 -2.21430
H 2.45946 0.57363 -1.57623
H -0.87544 2.25012 0.76656
H -0.17724 1.35740 2.10671
H 0.87848 2.26803 1.02525
H 3.08034 0.43415 0.81594
H 2.94772 -1.31607 0.71215
H 1.97807 -0.42587 1.90139
H -2.06619 -2.20593 -0.39561
H -2.23218 -1.27494 1.09851
H -0.71807 -2.13887 0.74109
H -2.62395 -0.09364 -1.81994
H -1.85379 1.44497 -1.42231
H -2.96786 0.67824 -0.27725
*
```

Mulliken population analysis, charges in e, atoms 1 to 8:
1. C 1.07
2. C -1.39
3. C -1.59
4. C -1.34
5. C -1.72
6. C 0.01
7. C 0.59
8. N -0.60

=====

2.
A cluster of 2 separate species, C7H15N in total. Source: the OMol25 dataset; level of theory: ωB97M-V/def2-TZVPD.

Results
SMILES: C=CCC.C=NCC
HOMO, eV: -9.55
Kohn-Sham gap, eV: 10.6
Molar mass, g mol⁻¹: 113.20

```
! wB97M-V def2-TZVPD RIJCOSX def2/J DEFGRID3
* xyz 0 1
C -2.80790 -0.74833 -2.34527
C -1.64717 -0.40554 -1.45922
C 0.20728 1.06875 -1.83956
N -1.06962 0.89802 -1.78717
H -3.20249 -1.74236 -2.20429
H -3.58072 0.07015 -2.12559
H -2.49952 -0.74157 -3.38359
H -0.86295 -1.18811 -1.49630
H -2.02499 -0.24538 -0.43553
H 0.98449 0.36523 -1.51656
H 0.50665 2.00382 -2.25157
C 1.89035 1.37664 1.03769
C 1.52259 -0.14901 0.94443
C 1.43392 -0.70433 2.37410
C 0.27862 -1.05822 2.98581
H 2.77823 1.51982 1.68518
H 2.06022 1.78729 0.01259
H 1.12753 2.01912 1.41397
H 2.38166 -0.66963 0.40398
H 0.54145 -0.26777 0.48230
H 2.35043 -0.81907 2.95619
H 0.36193 -1.41745 4.02147
H -0.72998 -0.95207 2.52696
*
```

Mulliken population analysis, charges in e, atoms 1 to 8:
1. C -1.12
2. C -0.10
3. C -0.45
4. N -0.40
5. H 0.35
6. H 0.27
7. H 0.30
8. H 0.31

=====

3.
The molecule C7H15N. Source: the OMol25 dataset; level of theory: ωB97M-V/def2-TZVPD.

Results
SMILES: C/C=C/CCCCN
HOMO, eV: -8.85
Kohn-Sham gap, eV: 10.1
Molar mass, g mol⁻¹: 113.20

```
! wB97M-V def2-TZVPD RIJCOSX def2/J DEFGRID3
* xyz 0 1
C 1.62394 2.03511 -0.37273
C 2.00916 0.70113 -1.04388
C 0.79040 -0.20916 -1.27477
C 0.19395 -0.73245 0.02069
C -1.21565 -1.26270 -0.09581
C -2.13076 -1.04330 0.82945
C -3.44693 -1.76431 0.91316
N 2.00342 2.17793 1.01750
H 2.08766 2.83450 -0.95248
H 0.54557 2.19818 -0.47332
H 2.76684 0.19022 -0.44142
H 2.46289 0.93852 -2.00234
H 1.05916 -1.06435 -1.89216
H 0.08718 0.42718 -1.82038
H 0.20694 0.03495 0.80795
H 0.84672 -1.45426 0.52495
H -1.37634 -1.84639 -0.99918
H -1.90300 -0.40071 1.67218
H -4.30107 -1.10912 0.67260
H -3.51457 -2.57938 0.19547
H -3.64072 -2.10297 1.93444
H 2.82410 2.71718 1.24395
H 2.02111 1.31420 1.53610
*
```

Mulliken population analysis, charges in e, atoms 1 to 8:
1. C -0.47
2. C -0.83
3. C -0.61
4. C -0.31
5. C -0.47
6. C -0.02
7. C -1.20
8. N -0.54

=====

Least stable = 1